DFT (the ωB97M-V functional and the def2-TZVPD basis) results for a structure of composition C40H42NO4S3Sb2Tb.

Structure (ORCA input):
```
! wB97M-V def2-TZVPD RIJCOSX def2/J DEFGRID3
* xyz 2 7
H -0.4336 -3.4277 2.1353
Tb 0.0851 2.2841 -1.0892
H 3.4620 5.9142 -0.7140
H 3.6189 3.6492 1.7521
C 3.7638 -2.6963 6.2495
C -2.8066 -1.4301 5.7805
H -4.6826 -2.0135 -1.5026
H -4.3644 3.9718 2.0030
H 5.5225 -3.9659 3.6541
C -3.6575 4.5630 -1.8143
C 4.8135 -3.3102 5.5935
C 2.4963 -2.5946 4.2043
C -2.9762 3.5207 0.3319
H 4.3093 0.4879 -2.1418
H 3.8010 -2.4169 7.3024
H -3.4708 4.6747 -2.8815
N -6.3919 4.9468 0.7457
C -0.4492 -2.8096 -6.6640
H -2.5944 2.4746 2.1425
H 1.8156 -1.7475 6.0654
C 3.4601 -3.3290 3.5802
S 1.9116 3.3328 -3.0366
H 4.2129 3.4306 0.1253
C -2.7526 0.7013 -2.0716
O -6.5472 4.5277 1.8981
C -2.5627 -0.3951 4.8744
H 1.9733 -5.2686 -6.5491
C 3.6161 1.3284 -1.9632
S 1.9911 4.2232 0.1279
H -0.9928 -2.1933 -7.3991
H 1.8031 5.9097 -1.4601
C -3.8616 -0.0337 -1.6517
H 3.8890 2.2585 -3.8481
C 2.7044 5.3177 -1.1931
C -5.1365 4.6544 0.1449
H -2.2675 -3.3906 6.4341
H 4.1156 4.2255 -2.3343
Sb 1.2025 -1.4214 2.8585
O -1.5436 3.5304 -1.7402
C 3.3581 3.2402 0.7568
C 0.5451 -3.6828 -7.1146
C 1.2257 -4.4932 -6.1945
O -7.2557 5.4827 0.0814
C 3.0288 1.9276 -3.2631
H -1.3245 -1.9131 -4.9002
H -0.1805 -3.4084 5.0426
O -1.0429 2.1815 0.7262
H -0.6678 -2.0618 0.8840
H 3.1740 5.3666 -3.2932
H 2.4720 1.2081 -3.8405
S 2.5188 0.8196 -0.6102
H -0.9158 -4.1485 -0.6353
C -2.6807 3.8500 -1.1224
C 2.6295 -2.2929 5.5659
H 3.3511 -3.6783 2.5575
C 0.8436 -3.6092 0.4338
Sb 0.4689 -2.3401 -2.4670
C 1.0024 -4.2902 -4.8172
H 1.0914 -4.5530 0.9372
C -1.9997 -2.5456 5.7862
H -2.7343 1.7599 -2.1705
H -1.3555 0.2899 3.1992
C -4.1504 4.0692 0.9446
C -2.6164 -2.0987 -2.0028
C -1.4753 -1.3803 -2.2706
C -2.2084 2.7249 1.1185
H 1.4993 -4.8772 -4.0465
H -3.2507 0.4721 4.7902
C 0.0437 -2.7460 1.4012
C -4.8833 4.9579 -1.2286
C -3.7691 -1.4418 -1.6615
C -1.5286 0.0174 -2.2875
C -0.6050 -2.6161 -5.3241
C 3.1684 1.7312 0.8528
H -5.7116 5.4297 -1.8423
H -4.7214 0.4963 -1.1891
C 0.1314 -3.9921 -0.8545
C 4.6971 -3.5773 4.2648
H 5.7521 -3.5848 6.0999
H 0.7736 -3.7665 -8.1820
H -3.6780 -1.3719 6.4878
H -0.7797 0.5662 -2.8041
C -1.4966 -0.4683 3.9965
H 4.2722 2.1001 -1.5584
H 2.3959 1.5167 1.5745
C -0.8465 -2.5616 5.0161
H 1.7843 -3.0403 0.1608
H 0.5680 -4.9133 -1.2843
C -0.5953 -1.5191 4.1356
C 0.1167 -3.3277 -4.4046
H 4.0526 1.2012 1.1670
H -2.6608 -3.2019 -2.0968
C 3.0934 4.6098 -2.4645
*
```

- HOMO energy (alpha / beta): -12.2 / -12.2 eV
- Total energy: -119838.2241 eV
- LUMO level (alpha / beta): -7.1 / -7.1 eV
- Frontier orbital gap (alpha / beta): 5.11 / 5.19 eV

Atom charges from the Löwdin analysis, given in e for atoms 1 to 8:
1 H 0.056
2 Tb 1.383
3 H 0.096
4 H 0.108
5 C -0.083
6 C -0.088
7 H 0.123
8 H 0.141